--- 1 ---
This record from the Open Molecules 2025 dataset describes one molecule with the formula C6H12N2O. The level of theory is ωB97M-V/def2-TZVPD.

XYZ file:
```
21
C6H12N2O | the Open Molecules 2025 dataset | ωB97M-V/def2-TZVPD
C 1.2805 -1.2312 -1.2321
C -1.8931 1.4737 -0.7131
C 0.4174 0.7654 0.1583
C 1.2022 -0.3774 -0.0001
C -0.9503 0.5047 -0.0670
N 0.9028 1.9940 0.6188
N -1.0793 -1.4118 1.5154
C -1.2642 -0.8153 0.2596
O 2.3485 -0.4426 0.8023
H 3.0109 -0.9999 0.3799
H 0.3659 2.4165 1.3628
H 1.8896 1.9784 0.8312
H -0.3364 -0.9918 2.0598
H -1.3136 -2.3906 1.6121
H -2.0780 -1.3018 -0.2822
H 0.3865 -1.1138 -1.8372
H 2.1541 -0.9531 -1.8387
H 1.3813 -2.2908 -0.9782
H -1.3871 2.0882 -1.4601
H -2.7081 0.9459 -1.2155
H -2.3297 2.1533 0.0240
```

Structure (SMILES): CC(=C/N)/C(N)=C(\C)O
HOMO energy in eV: -6.49

Atom charges from the Mulliken analysis, given in e for atoms 1 to 4: atom 1 (C): -1.5492, atom 2 (C): -1.4114, atom 3 (C): 0.5615, atom 4 (C): 0.3369

--- 2 ---
This record from the Open Molecules 2025 dataset describes one molecule with the formula C6H12N2O. The level of theory is ωB97M-V/def2-TZVPD.

XYZ file:
```
21
C6H12N2O | the Open Molecules 2025 dataset | ωB97M-V/def2-TZVPD
C 2.5674 -0.3702 1.0026
C -1.6544 1.5448 -0.5331
C -1.6095 -0.5793 0.7962
C 0.5262 0.4733 0.0793
C -0.9728 -0.6155 -1.5836
C -0.9063 0.2316 -0.3042
N -0.2298 -1.6718 -1.5250
O 0.9856 1.7010 -0.2560
N 1.1901 -0.4698 0.6044
H 1.9249 1.7874 -0.0408
H 0.4466 -1.8563 -0.7317
H -0.2123 -2.3148 -2.2923
H 3.1593 -1.0499 0.3885
H 3.0252 0.6229 0.9485
H 2.6274 -0.7157 2.0313
H -1.6661 2.1445 0.3747
H -1.1786 2.1179 -1.3238
H -1.0956 -1.5152 0.9759
H -1.6180 -0.0107 1.7231
H -2.6338 -0.7821 0.4978
H -2.6754 1.3280 -0.8317
```

HOMO energy in eV: -7.81

Atom charges from the Mulliken analysis, given in e for atoms 1 to 4: atom 1 (C): -1.0216, atom 2 (C): -1.8674, atom 3 (C): -1.5688, atom 4 (C): 0.3148

Which of them is most stable? Easy: 2.

--- 1 ---
This record from the Open Molecules 2025 dataset describes C6H12N2O as an isolated structure. The level of theory is ωB97M-V/def2-TZVPD.

XYZ file:
```
21
C6H12N2O | the Open Molecules 2025 dataset | ωB97M-V/def2-TZVPD
C 0.1187 -1.1348 -0.1113
C -0.5660 -1.9917 0.9443
C -0.7257 1.9415 -1.9718
C -0.4183 0.2631 -0.2943
N -1.0967 0.9082 0.6988
C 1.5694 -0.4971 0.4466
C 1.8748 -0.0822 1.6615
O 0.2565 -1.7045 -1.3206
N -0.4588 0.5891 -1.5624
H -0.1172 -0.6986 -2.0280
H -1.1402 1.9136 0.6292
H -1.0288 0.5104 1.6193
H 2.3169 -0.6175 -0.3259
H -0.0935 -2.9723 0.9082
H -1.6190 -2.1039 0.6946
H -0.4782 -1.5786 1.9475
H -0.6550 1.9943 -3.0584
H -0.0156 2.6663 -1.5554
H -1.7314 2.2452 -1.6615
H 1.1251 0.1511 2.4066
H 2.8831 0.1983 1.9332
```

HOMO energy in eV: -8.94

Atom charges from the Mulliken analysis, given in e for atoms 1 to 4: atom 1 (C): 1.2845, atom 2 (C): -1.3586, atom 3 (C): -1.0584, atom 4 (C): -0.0374

--- 2 ---
This record from the Open Molecules 2025 dataset describes one molecule with the formula C6H12N2O. The level of theory is ωB97M-V/def2-TZVPD.

XYZ file:
```
21
C6H12N2O | the Open Molecules 2025 dataset | ωB97M-V/def2-TZVPD
C -2.6260 0.6435 -0.2456
C -1.3887 -1.3863 -0.6406
C 3.2350 -0.4192 0.2885
N -1.3229 0.0351 -0.3847
C 0.9636 0.1163 -0.1197
C -0.3026 0.5908 0.4551
C -0.3883 1.3755 1.5250
O 1.0955 0.2190 -1.4748
N 1.8641 -0.2518 0.6974
H 1.9787 -0.0700 -1.7410
H -1.8566 -1.9289 0.1919
H -3.2523 0.3297 -1.0814
H -2.5289 1.7273 -0.2699
H -3.1264 0.3477 0.6860
H -1.9770 -1.5644 -1.5431
H -0.3953 -1.7793 -0.8325
H 3.8350 -0.5147 1.1942
H 3.3646 -1.3299 -0.3083
H 3.6339 0.4266 -0.2848
H 0.5216 1.6594 2.0224
H -1.3268 1.7735 1.8659
```

Structure (SMILES): C=C(/C(O)=N/C)N(C)C
HOMO energy in eV: -8.12

Atom charges from the Mulliken analysis, given in e for atoms 1 to 4: atom 1 (C): -1.0950, atom 2 (C): -0.9488, atom 3 (C): -1.0405, atom 4 (N): 0.1890

--- 3 ---
This record from the Open Molecules 2025 dataset describes a 2-piece molecular cluster, C6H12N2O overall. The level of theory is ωB97M-V/def2-TZVPD.

XYZ file:
```
21
C6H12N2O | the Open Molecules 2025 dataset | ωB97M-V/def2-TZVPD
C -1.1530 -1.9743 1.0199
C 0.1762 -0.1396 1.9268
O -0.2487 -0.8960 0.8803
N -0.5166 -0.2017 3.0103
H 0.0351 -0.0361 3.8457
H 1.2840 -0.1895 1.9854
H -2.1748 -1.5960 1.0759
H -0.9964 -2.6066 1.8941
H -0.9884 -2.5047 0.0760
C -1.1240 0.7270 -2.2978
C 0.1336 0.3098 -1.6190
C 0.6674 1.4531 -0.4991
C 1.9565 1.5138 -0.1628
N 0.6804 -0.7888 -1.8260
H 1.4831 -1.0243 -1.2438
H 0.1926 2.4003 -0.7397
H -1.8341 1.1504 -1.5904
H -1.5983 -0.1339 -2.7649
H -0.8876 1.4728 -3.0563
H 2.4285 0.6107 0.2017
H 2.4844 2.4537 -0.1162
```

Structure (SMILES): [H]/N=C(/C)C=C.[H]/N=C/OC
HOMO energy in eV: -9.35

Atom charges from the Mulliken analysis, given in e for atoms 1 to 4: atom 1 (C): -0.7476, atom 2 (C): 0.2411, atom 3 (O): -0.2361, atom 4 (N): -0.6842

Which of them is most stable? Easy: 2.

--- 1 ---
This record from the Open Molecules 2025 dataset describes C6H12N2O as an isolated structure. The level of theory is ωB97M-V/def2-TZVPD.

XYZ file:
```
21
C6H12N2O | the Open Molecules 2025 dataset | ωB97M-V/def2-TZVPD
C -1.6615 -1.1953 2.9583
C -1.0315 -0.7771 1.6530
C 0.0889 1.1140 0.7798
N -0.8377 0.5290 1.4977
O -0.8232 -1.6623 0.7824
H -2.6969 -1.5034 2.7693
H -1.1317 -2.0624 3.3567
H -1.6577 -0.3914 3.6853
H 1.1039 0.7241 0.7725
H -0.0239 2.1782 0.6111
C 2.0923 0.4832 -2.2567
C -0.5075 0.8402 -1.5001
C 1.1151 -0.2956 -1.4639
N 1.1136 -1.3524 -0.8890
H 0.2474 -1.5793 -0.1971
H 1.6931 0.6944 -3.2448
H 2.2899 1.4427 -1.7769
H 3.0203 -0.0812 -2.3317
H -1.4661 0.7252 -1.0004
H -0.2434 1.8611 -1.7671
H -0.6835 0.3082 -2.4384
```

HOMO energy (alpha / beta) in eV: -8.25 / -8.25

Atom charges from the Mulliken analysis, given in e for atoms 1 to 4: atom 1 (C): -0.9933, atom 2 (C): 0.7037, atom 3 (C): -0.5095, atom 4 (N): -0.3624

--- 2 ---
This record from the Open Molecules 2025 dataset describes a 2-piece molecular cluster, C6H12N2O overall. The level of theory is ωB97M-V/def2-TZVPD.

XYZ file:
```
21
C6H12N2O | the Open Molecules 2025 dataset | ωB97M-V/def2-TZVPD
C 0.5644 2.0667 -0.0578
C 1.8526 0.1060 -0.7245
N 0.5236 0.6372 -0.3943
C 0.2341 -1.0668 1.7181
O 1.2220 -0.8550 2.4184
H 0.1794 -1.9612 1.0705
H 2.2007 0.5115 -1.6798
H 0.7412 2.6731 -0.9510
H 1.3229 2.2579 0.7073
H -0.3933 2.3615 0.3838
H 1.8484 -0.9861 -0.7749
H 2.5636 0.3845 0.0600
C -0.6406 0.1571 -1.0865
C -2.1178 -0.8523 1.5969
C -0.7759 -0.9833 -1.7852
N -0.9711 -0.3605 1.8639
H -1.3391 0.9627 -1.3092
H -2.9640 -0.5180 2.2146
H -2.2950 -1.5764 0.7867
H -1.5751 -1.1012 -2.5066
H -0.1811 -1.8575 -1.5505
```

Structure (SMILES): C=CN(C)C.C=NC=O
HOMO energy in eV: -8.16

Atom charges from the Mulliken analysis, given in e for atoms 1 to 4: atom 1 (C): -1.1545, atom 2 (C): -1.1343, atom 3 (N): 0.4111, atom 4 (C): 0.2204

Which of them is most stable? Easy: 2.